Below is 10 unconnected molecules or ions with the total composition C25H44N6O5S at a distorted geometry, with properties calculated with the ωB97M-V functional and the def2-TZVPD basis.

Values from the calculation:
Energy relative to the best compared isomer or geometry (same formula, charge and spin) (eV): 0.000
Orbital gap (eV): 8.46
Electronic energy (eV): -56630.487
LUMO level (eV): -0.146
2S+1: 1
SMILES string: O=S1(=O)CCCC1.CC(C)=O.CC(C)=O.CC(C)=O.CC#N.CC#N.CC#N.CC#N.CC#N.CC#N
Charge: 0
HOMO level (eV): -8.61

Structure (XYZ):
```
81
C25H44N6O5S the ωB97M-V functional and the def2-TZVPD basis
S -0.981 24.191 -1.819
O -1.689 24.181 -0.526
O -5.705 22.336 -5.085
O -5.954 18.432 -2.464
O -3.088 20.219 -1.983
O -0.857 23.030 -2.671
N -4.901 19.767 1.716
N -3.679 22.651 0.587
N -5.513 25.624 -5.792
N 0.315 24.658 0.683
N -2.776 22.398 -4.523
N -0.297 19.979 0.380
C -5.360 18.269 -1.418
C -6.678 20.680 -3.725
C -1.491 21.647 -0.846
C 0.602 20.050 -0.398
C -2.713 21.386 -1.787
C -1.307 23.005 1.964
C -4.989 25.052 -4.886
C -6.056 17.992 -0.122
C -4.296 24.406 -3.731
C 0.346 26.366 -2.226
C -1.775 25.550 -2.880
C -4.356 21.793 0.125
C -0.602 26.323 -3.397
C -3.855 18.103 -1.550
C -0.312 21.425 -4.320
C 1.703 20.102 -1.369
C -3.525 22.512 -2.309
C -5.539 21.250 -4.543
C -2.294 19.871 1.851
C -3.764 19.814 1.836
C -0.409 23.938 1.202
C -4.153 20.507 -4.619
C 0.681 24.905 -1.775
C -1.682 21.954 -4.398
C -5.158 20.682 -0.445
H -3.839 20.470 -5.662
H 1.487 19.286 -2.059
H -4.199 23.327 -3.850
H -3.891 22.119 -3.257
H -3.431 17.972 -2.546
H -2.068 18.857 2.178
H -7.090 18.331 -0.180
H -4.369 22.805 -1.685
H 1.356 26.705 -2.458
H 2.622 19.812 -0.859
H -1.361 20.859 -0.105
H -2.149 22.876 1.283
H -4.267 19.480 -4.273
H -3.367 17.319 -0.971
H 1.223 24.615 -0.875
H -5.901 16.939 0.110
H -0.701 21.883 -1.560
H -7.110 21.455 -3.091
H -0.833 22.030 2.070
H -1.671 22.537 -0.243
H -7.450 20.259 -4.370
H -5.733 18.503 0.785
H -3.445 21.087 -4.027
H -1.990 20.565 2.635
H -0.929 27.294 -3.768
H 1.215 24.411 -2.587
H -6.145 21.130 -0.559
H -5.123 19.810 0.209
H -2.879 23.374 -2.473
H -2.348 26.222 -2.242
H 1.728 21.090 -1.829
H -3.274 24.776 -3.813
H -4.802 24.574 -2.780
H -0.037 25.787 -4.159
H -0.117 27.028 -1.494
H -0.073 20.725 -3.519
H 0.264 22.342 -4.197
H -1.577 23.506 2.893
H -6.316 19.895 -3.061
H -2.515 25.110 -3.548
H 0.065 21.029 -5.263
H -3.536 19.130 -1.371
H -4.592 20.471 -1.352
H -1.970 20.039 0.824
```

=====

Below is a molecular structure, C25H45BrCl30N2O4P at a distorted geometry, with properties calculated with the ωB97M-V functional and the def2-TZVPD basis.

Values from the calculation:
Orbital gap (eV): 7.54
Electronic energy (eV): -492820.824
LUMO level (eV): -4.086
2S+1: 1
Charge: +1
HOMO level (eV): -11.63

Structure (XYZ):
```
108
C25H45BrCl30N2O4P the ωB97M-V functional and the def2-TZVPD basis
Br 1.088 -1.498 2.089
Cl 3.986 -0.166 -1.835
Cl 0.891 6.745 3.114
Cl 4.685 -4.363 -0.945
Cl 2.063 -9.047 -4.784
Cl -11.578 7.781 -0.183
Cl 4.228 -4.568 3.121
Cl 2.526 -1.102 -5.651
Cl -0.168 -0.010 -5.339
Cl -0.736 -8.258 -5.061
Cl -4.005 3.500 -2.019
Cl -1.227 3.828 1.478
Cl 0.306 11.506 1.683
Cl -8.499 4.808 1.444
Cl 6.921 -1.145 5.113
Cl -6.924 -3.741 1.709
Cl -4.404 -2.319 2.114
Cl -8.312 4.241 -1.420
Cl -11.771 8.341 2.677
Cl 1.401 2.620 1.934
Cl 4.279 -8.722 -2.187
Cl 4.154 -8.048 0.652
Cl 0.839 -4.015 -2.507
Cl -0.122 8.012 0.684
Cl 4.828 -5.032 -3.788
Cl 6.541 -1.421 -2.490
Cl 1.554 -5.441 3.965
Cl 1.008 -6.906 -2.094
Cl 6.991 -3.880 4.085
Cl 3.009 12.325 0.933
Cl -4.829 4.647 -4.584
P 3.670 0.443 2.380
O 4.581 1.796 2.718
O -0.786 -1.996 -0.457
O -5.924 1.520 1.710
O -1.934 -0.050 -0.458
N 3.706 2.623 -0.031
N 2.644 1.718 -0.034
C -4.492 1.417 1.638
C -4.156 0.462 0.477
C 6.885 -2.865 5.527
C -11.519 7.098 1.446
C 1.326 -5.571 -3.203
C -8.247 3.562 0.214
C 2.651 -5.179 2.601
C -2.805 -0.267 0.681
C 1.172 -0.838 -4.541
C -0.287 7.885 2.436
C -5.075 4.649 -2.837
C 1.770 1.849 -1.048
C 4.797 -1.464 -2.739
C -0.803 -0.803 -0.371
C 4.407 -9.336 -0.534
C -5.202 -3.901 2.055
C 1.381 -0.111 0.827
C 4.950 -5.650 -2.132
C 2.490 0.749 0.935
C 0.653 1.049 -1.173
C 0.608 -9.153 -5.782
C 1.430 11.796 0.348
C 4.893 -0.808 1.722
C 0.331 4.019 2.281
C 0.458 0.045 -0.209
H 4.417 -2.419 -2.394
H 0.170 4.086 3.351
H -2.988 -1.363 0.753
H -4.954 -0.291 0.423
H 1.928 2.628 -1.795
H 1.517 -0.229 -3.711
H 3.656 -10.104 -0.387
H -0.016 1.227 -2.014
H 3.457 3.336 0.657
H 5.907 -0.384 1.829
H 2.789 -6.120 2.081
H 1.017 12.567 -0.293
H -1.286 7.534 2.670
H 4.736 -1.002 0.649
H 0.822 -8.735 -6.760
H -4.103 1.070 2.612
H -0.122 8.862 2.876
H 7.726 -3.088 6.175
H -7.272 3.110 0.369
H 5.429 1.692 2.255
H -9.023 2.811 0.310
H 2.386 -5.538 -3.420
H -4.114 2.439 1.452
H -6.098 4.360 -2.621
H -2.369 0.052 1.646
H 4.574 2.164 0.216
H 4.587 -1.340 -3.796
H 5.953 -3.082 6.039
H 1.553 10.874 -0.209
H -4.876 5.644 -2.455
H 5.942 -6.065 -1.987
H -4.172 1.028 -0.463
H 4.833 -1.728 2.320
H 5.398 -9.754 -0.392
H 0.806 4.925 1.920
H -10.546 6.645 1.599
H 0.822 -1.799 -4.174
H 2.206 -4.449 1.932
H 0.766 -5.738 -4.118
H -6.166 1.965 2.530
H 0.323 -10.195 -5.878
H -5.080 -4.389 3.016
H 4.202 -6.420 -1.985
H -4.740 -4.494 1.274
H -12.296 6.348 1.540
```

=====

Below is 3 unconnected molecules or ions with the total composition C25H45BrO3S at a distorted geometry, with properties calculated with the ωB97M-V functional and the def2-TZVPD basis.

Values from the calculation:
Orbital gap (eV): 8.61
Electronic energy (eV): -113663.257
LUMO level (eV): -0.161
2S+1: 1
SMILES string: Cc1cccc(C[C@@]2(C)CCS(=O)(=O)O[C@H]2Br)c1.CCCCCC.CCCCCC
Charge: 0
HOMO level (eV): -8.77

Structure (XYZ):
```
75
C25H45BrO3S the ωB97M-V functional and the def2-TZVPD basis
Br -1.048 -3.032 0.489
S -0.434 1.346 0.280
O -1.408 1.849 1.410
O -0.520 2.212 -1.000
O -0.744 -0.279 -0.189
C -4.199 -4.463 3.309
C -0.035 7.769 -4.854
C -0.788 6.449 -4.817
C 6.663 0.555 -0.365
C -5.099 -2.431 2.061
C -6.256 -5.948 2.792
C -6.356 -6.571 4.175
C -4.830 -5.538 2.416
C 3.606 -0.671 -0.636
C 0.716 3.098 -3.958
C -0.237 -1.230 0.815
C 1.435 -1.253 0.869
C 1.854 -2.505 1.895
C -0.798 5.796 -3.433
C -4.976 -3.147 3.397
C 7.349 -1.695 1.381
C 1.306 1.509 0.972
C 4.771 -1.419 0.272
C 1.388 4.448 -3.764
C 2.111 -1.393 -0.618
C 0.580 5.404 -2.884
C 5.501 1.290 -1.293
C 1.856 0.127 1.681
C 6.317 -0.843 0.425
C 3.947 0.712 -1.453
H 2.829 -2.157 2.489
H 8.427 -1.229 1.467
H 5.727 2.299 -1.879
H -5.634 -1.485 2.189
H -1.826 6.633 -5.121
H 0.546 2.604 -2.996
H -6.932 -5.089 2.725
H -6.059 -5.867 4.959
H -4.187 -6.427 2.439
H -3.188 -4.254 2.935
H -0.576 -0.872 1.897
H 1.248 2.318 1.849
H 4.493 -2.421 0.841
H 7.742 1.048 -0.279
H 0.440 4.945 -1.897
H 1.293 0.054 2.732
H 1.589 4.902 -4.740
H -0.368 5.764 -5.562
H -0.468 8.486 -4.149
H 3.006 0.179 1.954
H -0.245 3.195 -4.472
H -0.086 8.205 -5.856
H -5.654 -3.029 1.332
H -4.457 -2.484 4.100
H -5.973 -3.318 3.817
H 1.174 6.309 -2.711
H 1.351 2.445 -4.566
H -6.613 -6.677 2.056
H 2.321 -2.537 -0.885
H -5.721 -7.459 4.251
H 1.023 7.638 -4.605
H 6.912 -1.696 2.491
H 7.431 -2.829 1.020
H -1.442 4.910 -3.467
H -4.066 -4.861 4.321
H 3.113 1.238 -2.105
H -4.111 -2.209 1.646
H -7.388 -6.874 4.378
H 2.001 1.936 0.133
H -4.827 -5.195 1.375
H -1.270 6.484 -2.720
H 0.979 -2.531 2.701
H 1.999 -3.521 1.333
H 1.413 -1.006 -1.505
H 2.365 4.286 -3.294
```